Record 1
ORCA calculation (ωB97M-V with the def2-TZVPD basis set) on C5H5N in the gas phase.

Last column: Mulliken charge in e.
Cartesian coordinates (Å):
1 H 0.92602 2.06062 0.14966  0.2502
2 H 0.44815 1.36413 1.69808  0.2458
3 C -0.10177 -0.89343 -0.46444  0.6279
4 H 0.53244 -2.88679 -0.36351  0.2873
5 H 0.31245 -2.27349 -2.01784  0.2925
6 C 0.12355 1.51379 0.66088  -0.4042
7 H -1.10213 -2.68116 -1.02162  0.3027
8 C -0.09383 -2.25411 -1.00171  -1.2411
9 C -1.07827 2.36436 0.67554  0.1947
10 N -2.00109 3.05556 0.70534  -0.3624
11 C -0.07115 0.20652 0.02263  -0.1933

The SMILES is CC#CCC#N. As for the energy above the lowest of the compared OMol25 structures with the same formula, charge and spin: 1.924 eV. As for the HOMO energy (spin up / spin down): -0.3729 / -0.3729 hartree. As for the HOMO-LUMO gap (spin up / spin down): 11.06 / 10.87 eV. The molar mass comes out at 79.1 u.

Record 2
ORCA calculation (ωB97M-V with the def2-TZVPD basis set) on a molecular structure, C2H10MgN3O in a non-equilibrium geometry.

Last column: Mulliken charge in e.
Cartesian coordinates (Å):
1 H -0.40849 -1.04421 1.31421  0.0173
2 H -1.91252 -1.53734 2.37843  0.2761
3 H 1.14270 2.41992 -1.83989  0.1940
4 C -1.95176 2.09551 0.91134  -0.7158
5 O -2.89516 2.69529 1.28077  -0.4547
6 N 0.63075 1.56629 -2.12174  -1.2381
7 Mg 0.80159 0.85696 -0.12135  -1.2068
8 H 2.81743 -0.47028 -0.32860  -0.0185
9 N -0.99335 1.46766 0.57812  1.9733
10 H -1.80755 -2.09762 0.71977  0.2531
11 N 1.93269 -0.98216 -0.34379  -1.0009
12 H 1.95989 -1.68306 0.40771  0.4077
13 H -0.32875 1.79625 -2.37416  0.4563
14 H 1.85809 -1.48083 -1.23507  0.3863
15 C -1.18277 -1.85130 1.62473  -0.9431
16 H 1.11934 1.05339 -2.83909  0.2456
17 H -0.78213 -2.80448 1.98861  0.3682

As for the energy above the lowest of the compared OMol25 structures with the same formula, charge and spin: 0.000 eV. As for the HOMO energy (spin up / spin down): -0.0221 / -0.0221 hartree. As for the HOMO-LUMO gap (spin up / spin down): 3.59 / 3.59 eV. The molar mass comes out at 116.4 u. Its charge is -1.

Record 3
ORCA calculation (ωB97M-V with the def2-TZVPD basis set) on C16H14N2O2 in the gas phase.

Last column: Mulliken charge in e.
Cartesian coordinates (Å):
1 C -1.34243 -0.40887 0.32614  -0.0283
2 N 3.66052 2.09817 0.89530  -0.4518
3 C 2.86977 1.29368 0.29380  0.0601
4 C 3.90552 -1.03965 0.72955  -0.5792
5 H -0.15798 1.35522 -2.29931  0.3455
6 C -4.90240 0.03348 1.53842  -1.4270
7 C 3.72480 -2.39091 0.47001  -0.5895
8 O 3.40855 3.41028 0.86455  -0.3783
9 C 1.64023 1.64941 -0.47727  0.9710
10 C 2.98226 -0.14761 0.21870  0.1658
11 H -4.90844 0.84659 2.26517  0.2738
12 H -2.53400 1.50638 -2.17739  0.3820
13 H -0.44115 -0.90022 0.66351  0.3621
14 C -1.34393 0.31326 -0.85935  1.1858
15 C -2.51846 0.93590 -1.25993  -0.7698
16 N 1.11242 0.48420 -0.94594  0.3534
17 H -0.04081 -0.41569 -2.41050  0.4141
18 H -2.46932 -1.06584 2.01332  0.3664
19 O 1.19440 2.77214 -0.67121  -0.7574
20 H -5.79815 0.12135 0.92814  0.3796
21 H -4.93639 -0.90579 2.08565  0.3673
22 H -4.56949 1.32747 -0.82312  0.3642
23 H 0.86862 -2.30687 -1.37068  0.3936
24 C 1.70816 -1.94529 -0.79715  -0.3005
25 C -3.66851 0.11583 0.69316  0.8440
26 C -3.66526 0.83500 -0.49544  -0.7144
27 H 4.43183 -3.10851 0.85683  0.3868
28 C 2.64507 -2.83209 -0.27961  -0.6485
29 C -2.49071 -0.50251 1.09134  -0.9515
30 H 2.59106 3.61106 0.34819  0.4078
31 C -0.10519 0.42981 -1.71704  -1.6170
32 H 2.52356 -3.88844 -0.46702  0.3922
33 C 1.88746 -0.60059 -0.54252  0.3043
34 H 4.73836 -0.68034 1.31169  0.4932

The SMILES is Cc1ccc(CN2C(=O)/C(=N\O)c3ccccc32)cc1. As for the energy above the lowest of the compared OMol25 structures with the same formula, charge and spin: 1.815 eV. As for the HOMO energy: -0.3157 hartree. As for the HOMO-LUMO gap: 8.36 eV. The molar mass comes out at 266.3 u.